Molecular formula: C2H6OS
Method: DFT, ωB97M-V/def2-TZVPD

Results
* E_tot: -15051.43273 eV
* E_LUMO: 0.158 eV
* relative energy (zero: lowest compared OMol25 entry of this formula, charge and spin): 46.1 kcal/mol
* SMILES string: C=O.CS
* strongest force on any atom: 2.7 eV/Å
* total charge: 0

Last column: Mulliken charge in e.
CARTESIAN COORDINATES (ANGSTROEM)
C (0.7741, -1.7917, 1.7564)  -0.66
S (0.8609, -0.9333, 0.0714)  -0.24
H (-0.0694, -1.5102, 2.3686)  0.28
H (0.8395, -2.8646, 1.6746)  0.29
H (1.7459, -1.5940, 2.2144)  0.25
H (0.0718, -0.7691, -1.0734)  0.09
O (-2.0255, 3.0409, -1.4651)  -0.38
C (-1.0850, 2.3827, -1.7510)  0.08
H (-1.0835, 1.3120, -2.0728)  0.10
H (-0.0288, 2.7271, -1.7234)  0.21